Entry 1:
Entry from the OMol25 dataset: C5H8O2 in the gas phase at a distorted geometry (wB97M-V/def2-TZVPD).

Atoms and positions in Å:
1 O 0.725 0.424 -2.380
2 C -0.282 -0.273 -1.744
3 C 0.524 -1.086 -0.393
4 C -0.250 -0.005 0.315
5 C 0.221 1.095 1.198
6 C -0.839 0.107 1.661
7 O -1.059 0.368 -0.776
8 H 1.468 0.228 -1.805
9 H -1.015 -0.492 -2.563
10 H 1.623 -1.021 -0.156
11 H 0.253 -2.110 -0.112
12 H 1.209 1.058 1.647
13 H -0.121 2.084 0.903
14 H -0.568 -0.628 2.412
15 H -1.869 0.446 1.679

The calculated total energy is -9406.562 eV. The structure (SMILES) is O[C@H]1CC2(CC2)O1. The molar mass is 100.117 g/mol. Its charge is 0. Its energy above the lowest of the compared OMol25 structures with the same formula, charge and spin is 315.5 kJ/mol.

Atom-resolved charges from Mulliken, all expressed in e:
1 O -0.4960
2 C 0.1205
3 C -0.9819
4 C 1.1540
5 C -0.8679
6 C -0.7028
7 O -0.4205
8 H 0.3329
9 H 0.3082
10 H 0.3494
11 H 0.2223
12 H 0.2651
13 H 0.2235
14 H 0.2481
15 H 0.2451

***

Entry 2:
Entry from the OMol25 dataset: 10 unconnected molecules or ions with the total composition C48H125N9O15 at a distorted geometry (wB97M-V/def2-TZVPD).

Atoms and positions in Å:
1 C -6.592 4.796 -15.168
2 C -7.650 3.724 -15.075
3 O -8.896 4.326 -15.169
4 H -5.612 4.390 -15.417
5 H -6.592 5.287 -14.195
6 H -6.871 5.550 -15.905
7 H -7.627 3.207 -14.115
8 H -7.583 3.016 -15.901
9 H -9.508 3.592 -15.262
10 C -0.890 9.063 -12.146
11 O -1.968 8.141 -12.663
12 C -1.596 7.574 -13.895
13 C -2.564 6.402 -14.230
14 N -3.888 6.899 -14.628
15 C -3.922 7.602 -15.966
16 C -3.323 6.736 -17.230
17 O -3.968 5.488 -17.304
18 C -3.379 4.688 -18.393
19 H -1.279 9.554 -11.255
20 H -0.743 9.852 -12.883
21 H 0.058 8.619 -11.840
22 H -0.604 7.128 -13.817
23 H -1.548 8.339 -14.670
24 H -2.579 5.673 -13.420
25 H -2.147 5.772 -15.016
26 H -4.098 7.590 -13.922
27 H -3.361 8.536 -15.974
28 H -4.945 7.862 -16.239
29 H -2.267 6.610 -16.991
30 H -3.420 7.382 -18.102
31 H -3.376 5.121 -19.394
32 H -4.067 3.855 -18.539
33 H -2.341 4.379 -18.270
34 C -6.680 1.993 -18.913
35 O -5.697 0.921 -19.135
36 C -5.923 -0.303 -18.409
37 C -5.550 -0.057 -16.915
38 N -4.124 0.018 -16.698
39 C -3.801 0.517 -15.381
40 C -3.839 -0.536 -14.227
41 O -5.081 -0.647 -13.591
42 C -5.053 -1.539 -12.419
43 H -6.183 2.910 -19.228
44 H -7.086 2.111 -17.908
45 H -7.532 1.941 -19.591
46 H -5.221 -1.091 -18.685
47 H -6.885 -0.764 -18.632
48 H -5.832 -0.928 -16.324
49 H -6.188 0.735 -16.521
50 H -3.927 0.709 -17.408
51 H -4.587 1.210 -15.081
52 H -2.945 1.191 -15.388
53 H -3.083 -0.198 -13.518
54 H -3.524 -1.508 -14.606
55 H -6.073 -1.921 -12.411
56 H -4.953 -0.962 -11.500
57 H -4.426 -2.421 -12.551
58 C -1.893 5.902 -9.585
59 O -2.119 4.585 -9.229
60 C -1.563 3.731 -10.254
61 C -2.000 2.282 -10.002
62 N -1.467 1.696 -8.734
63 C -1.607 0.242 -8.762
64 C -3.045 -0.210 -8.509
65 O -3.693 0.488 -7.359
66 C -3.053 0.331 -6.089
67 H -2.372 6.201 -10.517
68 H -0.821 6.100 -9.619
69 H -2.244 6.648 -8.873
70 H -0.485 3.760 -10.415
71 H -1.802 4.093 -11.254
72 H -1.893 1.679 -10.904
73 H -3.068 2.276 -9.784
74 H -2.110 1.995 -8.015
75 H -0.880 -0.163 -8.058
76 H -1.391 -0.304 -9.680
77 H -3.093 -1.297 -8.562
78 H -3.607 0.032 -9.411
79 H -3.694 0.845 -5.373
80 H -2.079 0.795 -5.936
81 H -2.935 -0.728 -5.856
82 C -10.395 11.447 -19.984
83 O -9.249 10.986 -19.219
84 C -8.041 11.492 -19.790
85 C -6.892 11.114 -18.937
86 N -6.880 9.655 -18.790
87 C -6.101 9.023 -19.784
88 C -5.970 7.566 -19.329
89 O -7.228 6.914 -19.761
90 C -7.284 5.639 -19.274
91 H -11.321 10.954 -19.689
92 H -10.438 11.315 -21.065
93 H -10.568 12.507 -19.798
94 H -7.941 12.554 -20.015
95 H -7.811 10.872 -20.656
96 H -6.911 11.670 -18.000
97 H -6.030 11.577 -19.416
98 H -7.773 9.288 -19.085
99 H -5.105 9.443 -19.925
100 H -6.666 9.234 -20.692
101 H -5.900 7.408 -18.253
102 H -5.149 7.028 -19.802
103 H -6.485 5.150 -19.832
104 H -8.189 5.083 -19.517
105 H -7.070 5.597 -18.206
106 C -4.335 -3.619 -17.995
107 O -3.818 -3.064 -19.199
108 C -2.552 -2.500 -19.220
109 C -2.310 -1.896 -20.637
110 N -3.171 -0.762 -20.863
111 C -2.754 0.380 -20.070
112 C -1.307 0.874 -20.186
113 O -1.325 2.219 -19.775
114 C -0.123 2.972 -19.942
115 H -3.708 -4.473 -17.737
116 H -5.356 -3.981 -18.116
117 H -4.300 -2.779 -17.301
118 H -1.820 -3.255 -18.933
119 H -2.551 -1.684 -18.498
120 H -2.413 -2.601 -21.461
121 H -1.280 -1.599 -20.837
122 H -4.140 -0.946 -20.646
123 H -2.833 0.347 -18.983
124 H -3.383 1.251 -20.250
125 H -1.069 0.741 -21.241
126 H -0.506 0.396 -19.622
127 H 0.569 2.662 -19.158
128 H -0.346 4.014 -19.711
129 H 0.392 2.911 -20.901
130 C -9.735 1.273 -12.294
131 C -9.906 -0.238 -12.096
132 C -9.360 -1.044 -13.262
133 O -10.037 -0.570 -14.496
134 C -9.606 -1.340 -15.660
135 N -9.328 -0.742 -10.904
136 H -10.167 1.552 -13.255
137 H -8.689 1.537 -12.449
138 H -10.228 1.842 -11.507
139 H -10.948 -0.553 -12.035
140 H -9.595 -2.108 -13.268
141 H -8.289 -0.852 -13.321
142 H -8.524 -1.444 -15.749
143 H -9.971 -0.740 -16.493
144 H -10.063 -2.327 -15.599
145 H -9.604 -0.194 -10.102
146 H -8.351 -0.505 -10.806
147 C -8.987 -5.507 -17.259
148 C -8.916 -6.116 -15.815
149 C -7.510 -5.831 -15.212
150 O -7.355 -4.495 -15.016
151 C -6.308 -3.963 -14.291
152 N -10.032 -5.729 -14.987
153 H -8.245 -5.931 -17.935
154 H -8.895 -4.423 -17.187
155 H -9.939 -5.858 -17.659
156 H -8.864 -7.202 -15.904
157 H -6.740 -6.117 -15.929
158 H -7.487 -6.363 -14.261
159 H -6.166 -4.242 -13.247
160 H -6.479 -2.893 -14.410
161 H -5.280 -4.098 -14.627
162 H -9.654 -4.890 -14.570
163 H -10.078 -6.394 -14.228
164 C -12.429 2.250 -15.404
165 C -11.385 2.074 -16.502
166 C -11.291 3.080 -17.629
167 O -11.085 2.443 -18.863
168 C -10.501 3.231 -19.912
169 N -10.044 1.817 -16.034
170 H -12.205 1.728 -14.473
171 H -13.446 2.138 -15.781
172 H -12.366 3.319 -15.201
173 H -11.703 1.112 -16.905
174 H -10.477 3.781 -17.446
175 H -12.227 3.619 -17.771
176 H -10.154 2.665 -20.776
177 H -9.643 3.786 -19.531
178 H -11.332 3.831 -20.284
179 H -9.469 1.404 -16.754
180 H -9.966 1.100 -15.326
181 C -7.090 2.432 -27.446
182 C -6.725 2.753 -26.027
183 C -6.440 1.352 -25.225
184 O -6.145 1.806 -23.926
185 C -6.110 0.823 -22.847
186 N -5.521 3.544 -25.989
187 H -7.648 3.185 -28.002
188 H -7.647 1.499 -27.530
189 H -6.187 2.335 -28.048
190 H -7.629 3.238 -25.658
191 H -5.553 0.783 -25.503
192 H -7.239 0.624 -25.362
193 H -6.861 0.045 -22.986
194 H -6.547 1.429 -22.052
195 H -5.184 0.467 -22.396
196 H -5.267 3.612 -25.014
197 H -5.412 4.356 -26.579

The calculated total energy is -95910.011 eV. As for the spin multiplicity: 2. The molar mass is 1068.576 g/mol. Its charge is -1.

Mulliken atomic charge list, values in e, 99 entries:
1 C -1.2264
2 C 1.0214
3 O -0.7210
4 H 0.1845
5 H 0.4395
6 H 0.1666
7 H 0.0397
8 H -0.3722
9 H 0.2048
10 C -0.8417
11 O -0.2551
12 C -0.6360
13 C -0.6081
14 N -0.1281
15 C -1.1174
16 C -1.0450
17 O 0.4369
18 C -0.6828
19 H 0.2670
20 H 0.3495
21 H 0.3086
22 H 0.4741
23 H 0.3432
24 H 0.0778
25 H 0.3094
26 H 0.2929
27 H 0.3697
28 H 0.5547
29 H 0.5371
30 H 0.4830
31 H 0.2599
32 H -0.1069
33 H 0.3659
34 C 0.0793
35 O -0.0398
36 C -0.2232
37 C 0.4947
38 N 0.2654
39 C -0.4751
40 C -1.7582
41 O 0.9005
42 C -1.1362
43 H -0.0348
44 H -0.4049
45 H 0.2984
46 H -0.3280
47 H 0.3797
48 H 0.0495
49 H -0.1928
50 H -0.2347
51 H -0.1002
52 H 0.9569
53 H 0.1813
54 H 0.3846
55 H 0.0434
56 H 0.1145
57 H 0.4186
58 C -0.7190
59 O -0.2422
60 C -0.3051
61 C -0.8066
62 N -0.2903
63 C -1.2554
64 C -0.2739
65 O -0.2861
66 C -0.8273
67 H 0.2172
68 H 0.3313
69 H 0.3324
70 H 0.3306
71 H -0.0595
72 H 0.5603
73 H 0.3229
74 H 0.3388
75 H 0.3351
76 H 0.6455
77 H 0.5630
78 H -0.0150
79 H 0.2740
80 H 0.3106
81 H 0.3163
82 C -0.8309
83 O -0.3455
84 C -0.4695
85 C -0.7755
86 N -0.3062
87 C -0.8527
88 C 0.1268
89 O -0.5424
90 C 0.0858
91 H 0.2826
92 H 0.3269
93 H 0.3153
94 H 0.4464
95 H 0.2788
96 H 0.3755
97 H 0.3384
98 H 0.3356
99 H 0.4471

***

Entry 3:
Entry from the OMol25 dataset: C6H9NO3 in the gas phase at a distorted geometry (wB97M-V/def2-TZVPD).

Atoms and positions in Å:
1 C -1.762 -1.731 -1.154
2 O -1.007 -0.765 -1.708
3 C 0.059 -0.279 -0.740
4 C 0.929 0.768 -1.280
5 O 1.596 1.115 -2.156
6 N 0.662 1.514 -0.014
7 C -0.347 0.539 0.391
8 C -0.082 -0.039 1.838
9 C 1.146 -0.628 2.043
10 O -1.030 0.178 2.631
11 H -2.581 -2.202 -1.792
12 H -2.091 -1.343 -0.163
13 H -1.077 -2.619 -0.908
14 H 0.750 -1.297 -0.450
15 H 0.715 2.271 0.296
16 H -1.244 1.184 0.109
17 H 1.481 -0.651 3.050
18 H 1.778 -0.113 1.456
19 H 1.509 -1.841 1.766

The calculated total energy is -13994.925 eV. The structure (SMILES) is CO[C@H]1C(=O)N[C@@H]1C(C)=O. The molar mass is 143.142 g/mol. Its charge is 0. Its energy above the lowest of the compared OMol25 structures with the same formula, charge and spin is 548.4 kJ/mol.

Atom-resolved charges from Mulliken, all expressed in e:
1 C -0.5434
2 O -0.3821
3 C 0.6781
4 C -0.0410
5 O -0.4910
6 N -0.1116
7 C -0.1442
8 C 0.8570
9 C -1.5929
10 O -0.5681
11 H 0.2644
12 H 0.2439
13 H 0.2378
14 H 0.1705
15 H -0.0374
16 H 0.2877
17 H 0.4234
18 H 0.5051
19 H 0.2437

***

Entry 4:
Entry from the OMol25 dataset: a molecular structure, C35H44BaFN7O4S6Si at a distorted geometry (wB97M-V/def2-TZVPD).

Atoms and positions in Å:
1 Ba -0.229 0.479 -1.247
2 C 1.663 -4.377 2.752
3 C 2.649 -3.335 2.233
4 S 2.008 -1.829 1.472
5 C 1.002 -1.093 2.779
6 C -0.396 -1.664 3.035
7 S -1.281 -2.087 1.512
8 C -2.029 -3.671 1.923
9 C -1.108 -4.789 2.423
10 S 0.464 -5.012 1.538
11 H 1.107 -3.973 3.595
12 H 2.239 -5.226 3.128
13 H 3.283 -3.772 1.458
14 H 3.306 -3.059 3.064
15 H 0.904 -0.053 2.458
16 H 1.568 -1.082 3.716
17 H -0.968 -0.894 3.556
18 H -0.361 -2.554 3.660
19 H -2.504 -3.974 0.988
20 H -2.829 -3.529 2.655
21 H -1.650 -5.733 2.349
22 H -0.872 -4.657 3.478
23 C 3.282 1.717 -3.246
24 C 2.935 0.284 -3.559
25 C 3.728 -0.462 -4.414
26 C 3.325 -1.776 -4.688
27 C 2.190 -2.286 -4.124
28 C 1.397 -1.474 -3.243
29 N 1.826 -0.195 -2.993
30 N 0.276 -1.847 -2.642
31 Si -0.707 -3.178 -3.026
32 C -2.267 -3.064 -2.006
33 C 0.074 -4.855 -2.642
34 C -1.208 -3.157 -4.840
35 H 4.346 1.826 -3.029
36 H 2.702 2.073 -2.397
37 H 3.048 2.358 -4.100
38 H 4.622 -0.035 -4.850
39 H 3.921 -2.396 -5.351
40 H 1.876 -3.303 -4.321
41 H -2.025 -3.027 -0.941
42 H -2.910 -3.934 -2.179
43 H -2.834 -2.164 -2.264
44 H 0.488 -4.838 -1.629
45 H 0.879 -5.117 -3.334
46 H -0.676 -5.651 -2.685
47 H -1.871 -2.303 -5.008
48 H -1.744 -4.066 -5.129
49 H -0.340 -3.049 -5.497
50 F 0.582 3.782 5.086
51 C 0.978 4.453 3.995
52 C 1.312 3.810 2.872
53 N 1.737 4.475 1.742
54 C 2.254 3.706 0.605
55 C 1.246 2.659 0.115
56 O 0.539 2.929 -0.882
57 O 1.233 1.574 0.755
58 C 1.826 5.849 1.710
59 O 2.248 6.493 0.769
60 N 1.408 6.470 2.873
61 C 1.015 5.896 4.082
62 O 0.758 6.585 5.049
63 H 1.239 2.733 2.786
64 H 3.160 3.184 0.920
65 H 2.478 4.416 -0.183
66 H 1.461 7.477 2.857
67 C -1.440 1.184 -4.588
68 C -2.651 0.751 -3.814
69 C -3.901 0.395 -4.291
70 C -4.675 0.058 -3.145
71 C -3.845 0.238 -2.053
72 C -4.166 0.070 -0.597
73 N -2.606 0.654 -2.451
74 H -1.721 1.540 -5.581
75 H -0.712 0.374 -4.725
76 H -0.920 2.007 -4.084
77 H -4.217 0.389 -5.325
78 H -5.709 -0.258 -3.119
79 H -5.145 -0.397 -0.474
80 H -4.181 1.029 -0.071
81 H -3.433 -0.562 -0.083
82 S -6.461 4.087 3.316
83 C -5.084 3.140 3.285
84 S -3.718 3.471 2.287
85 C -2.883 2.014 2.845
86 N -3.604 1.359 3.710
87 N -4.814 1.996 3.952
88 C -5.683 1.295 4.830
89 C -6.509 1.959 5.726
90 C -7.326 1.225 6.575
91 C -7.322 -0.161 6.543
92 C -6.481 -0.817 5.653
93 C -5.661 -0.097 4.801
94 S -1.341 1.616 2.284
95 H -6.513 3.037 5.751
96 H -7.970 1.749 7.272
97 H -7.964 -0.726 7.207
98 H -6.462 -1.900 5.619
99 H -4.991 -0.589 4.111

The calculated total energy is -131939.147 eV. The molar mass is 1003.596 g/mol. Its charge is -2. Its energy above the lowest of the compared OMol25 structures with the same formula, charge and spin is 13.4 kJ/mol.

Atom-resolved charges from Mulliken, all expressed in e:
1 Ba 1.2072
2 C -0.6292
3 C -0.8492
4 S 0.0623
5 C 0.2152
6 C -1.2577
7 S 0.3465
8 C -0.7893
9 C -0.9395
10 S -0.0591
11 H 0.2598
12 H 0.4882
13 H 0.3573
14 H 0.3773
15 H -0.6961
16 H 0.6120
17 H 0.5738
18 H 0.3989
19 H 0.4150
20 H 0.3743
21 H 0.5168
22 H 0.4015
23 C -1.0273
24 C 0.2805
25 C -0.6916
26 C -0.6109
27 C -0.2725
28 C 0.0972
29 N 0.3475
30 N 0.3838
31 Si -0.0473
32 C -0.1485
33 C -0.9973
34 C -1.0625
35 H 0.4121
36 H -0.0350
37 H 0.2627
38 H 0.3869
39 H 0.3885
40 H 0.1834
41 H -0.5465
42 H 0.4441
43 H -0.1689
44 H 0.1634
45 H 0.3115
46 H 0.3150
47 H 0.2470
48 H 0.3682
49 H 0.3180
50 F -0.3235
51 C 0.1744
52 C -0.3187
53 N 0.2039
54 C -1.3545
55 C 1.2636
56 O -0.9638
57 O -0.6330
58 C 0.5069
59 O -0.6720
60 N -0.0587
61 C 0.1702
62 O -0.6679
63 H 0.7942
64 H 0.2944
65 H 0.3844
66 H 0.2161
67 C -1.1949
68 C 0.5181
69 C -0.8074
70 C -0.5697
71 C -0.1053
72 C -0.5949
73 N 0.0541
74 H 0.3859
75 H 0.1016
76 H 0.2241
77 H 0.3817
78 H 0.3954
79 H 0.3409
80 H 0.1540
81 H -0.0708
82 S -0.4274
83 C 0.2078
84 S -0.0907
85 C -0.2081
86 N -0.7170
87 N 0.4588
88 C 0.2546
89 C -0.4482
90 C -0.5747
91 C -0.3873
92 C -0.5410
93 C -0.4624
94 S 0.0175
95 H 0.3275
96 H 0.3378
97 H 0.3565
98 H 0.3349
99 H 0.6448